(1)
Molecular formula: C27H21FN4O2
Method: DFT, the ωB97M-V functional and the def2-TZVPD basis

lowest unoccupied orbital energy = -1.174 eV
multiplicity = 1
Kohn-Sham gap = 7.90 eV
SMILES string = O=C(F)NC(=O)c1cnc2c(-c3ccncc3)cccc2n1.c1ccccc1.c1ccccc1
highest occupied orbital energy = -9.1 eV
max |F| = 2.60 eV/A
M = 452.49 g mol⁻¹

Each line ends with the Löwdin charge.
CARTESIAN COORDINATES (ANGSTROEM)
1 N -3.3679 0.7283 -1.8060  0.1485
2 C -1.8627 1.1240 2.5596  -0.1880
3 C -3.2204 2.1499 -1.8360  -0.4746
4 F -2.2268 2.7575 -1.1425  0.1126
5 H 6.1584 0.5718 -0.6672  0.0850
6 H 6.5701 -1.2082 0.9947  0.0764
7 C -1.1036 1.9786 4.7118  -0.0529
8 C 7.0494 -0.0394 -0.7391  -0.0961
9 H -1.0338 -0.4205 -0.7165  0.1211
10 H 10.2335 -2.2048 -0.9874  0.0982
11 C 0.2425 1.6193 4.3972  0.0028
12 N 4.5656 -0.2190 2.3698  0.0668
13 C 7.9570 0.1766 -1.7676  -0.1001
14 H -3.1084 2.0178 4.0934  0.1215
15 C 3.9868 0.8181 1.7941  -0.1586
16 H 8.6129 -2.5942 0.8376  0.0987
17 N -2.9327 0.9625 1.7349  0.2231
18 C 1.8856 0.6099 2.8849  -0.1822
19 H -8.5916 -3.6019 -3.8030  0.0974
20 H 7.7735 0.9548 -2.4981  0.0981
21 C -8.1466 -2.6150 -3.7700  -0.1031
22 O -3.9465 2.8289 -2.4971  0.1781
23 H 9.8068 -0.4397 -2.6635  0.0980
24 C 9.3383 -1.5990 -0.9196  -0.1016
25 H -6.5578 0.9017 -3.6529  0.0983
26 C -1.2335 0.0212 0.2607  -0.0587
27 C -7.6684 -0.5093 -4.8291  -0.1001
28 H 2.3285 2.1677 1.4383  0.1206
29 N -0.2214 0.1755 1.0686  0.1779
30 H 1.0906 1.7764 5.0582  0.1283
31 C 0.4866 1.0261 3.2006  -0.1319
32 C 9.1005 -0.6054 -1.8595  -0.1028
33 C -0.5407 0.7658 2.2509  -0.1497
34 H -6.3935 -0.5938 -1.6938  0.0704
35 C -7.0045 -0.0847 -3.6856  -0.0899
36 C -8.2354 -1.7761 -4.8726  -0.1044
37 O -4.6855 -0.3475 -0.2024  0.1626
38 H -1.3394 2.4442 5.6670  0.1120
39 H -7.7433 0.1473 -5.6872  0.0982
40 H -2.5371 0.2649 -2.1718  0.1330
41 C 2.7059 1.3020 1.9780  -0.0023
42 C 2.4920 -0.4947 3.4651  -0.0254
43 C -7.4870 -2.1883 -2.6246  -0.0944
44 H 1.9045 -1.0877 4.1714  0.1200
45 C -2.0918 1.7309 3.8254  -0.0174
46 H -8.7476 -2.1097 -5.7667  0.0974
47 C -6.9124 -0.9247 -2.5836  -0.0904
48 H 4.1806 -1.7838 3.7047  0.1107
49 H -7.4198 -2.8416 -1.7634  0.0996
50 C 3.7913 -0.8968 3.2079  -0.1316
51 C 7.2817 -1.0385 0.1965  -0.0921
52 C -2.5556 0.4294 0.6029  -0.1869
53 C 8.4284 -1.8168 0.1066  -0.0962
54 H 4.6059 1.3691 1.0771  0.1011
55 C -3.6614 0.2208 -0.4514  -0.3253

***

(2)
Molecular formula: C45H40Cl3MoN7O4S
Method: DFT, the ωB97M-V functional and the def2-TZVPD basis

lowest unoccupied orbital energy (alpha / beta) = -7.812 / -7.547 eV
multiplicity = 3
Kohn-Sham gap (alpha / beta) = 5.13 / 5.40 eV
highest occupied orbital energy (alpha / beta) = -12.9 / -12.9 eV
max |F| = 0.79 eV/A
total charge = +2
M = 977.23 g mol⁻¹
ΔE to the lowest compared entry with this formula, charge and spin = 72.4 kJ/mol

Each line ends with the Löwdin charge.
CARTESIAN COORDINATES (ANGSTROEM)
1 H -6.0993 0.0510 -1.8561  0.1227
2 H -1.8795 1.1887 5.7807  0.1292
3 C 0.9851 2.3595 -5.5829  0.0612
4 H -2.7588 4.7852 -0.7560  0.0979
5 N 3.7702 -0.0316 -5.2518  0.1967
6 C 0.0377 2.1046 5.6904  -0.3288
7 C 2.4632 -3.2670 0.0793  -0.0325
8 C -1.5709 -1.2029 3.8744  -0.0412
9 C 1.9058 -4.8745 -1.7306  -0.0126
10 C -0.5806 2.0444 -3.8129  -0.0826
11 C -0.9794 -2.4842 0.5514  -0.0857
12 Mo -0.5850 -0.0689 -1.5522  1.7336
13 H -0.2560 0.4652 3.8758  0.1325
14 C 1.0068 -1.1848 4.0677  -0.1839
15 C 2.6057 -3.0072 4.1933  -0.1092
16 C 1.3890 2.1653 5.8727  -0.9723
17 C 2.2124 -0.6501 -1.1773  -0.4434
18 C 1.9425 -0.4765 3.3172  -0.0335
19 H 2.8667 -3.9920 4.5525  0.1152
20 O -0.4334 -0.3057 5.7811  -0.1060
21 C -3.1804 1.6637 -1.3076  -0.1845
22 C -0.8688 1.0001 6.1607  -0.1281
23 C 0.2216 2.0641 0.2289  -0.1469
24 H -0.2899 -1.6910 -4.6793  0.0988
25 H -2.9177 4.7850 -2.5106  0.0959
26 N 1.0020 -1.2788 -1.5440  -0.0871
27 N -1.8047 1.4173 -0.9294  -0.0814
28 Cl 0.3035 -3.4152 5.4773  0.7837
29 H 1.6925 -0.3046 -3.6414  0.1024
30 C 3.1858 -0.9973 2.9986  -0.1012
31 H -1.5891 -2.7286 -4.0666  0.1071
32 C -0.3044 -0.5023 4.3916  -0.3075
33 C -1.2740 2.2418 0.0810  -0.4686
34 H -1.1341 -3.6211 2.4564  0.1393
35 H -0.1881 -4.6863 -4.3682  0.1263
36 C 0.2865 -3.0577 -3.0687  -0.2066
37 Cl 2.3819 1.0512 6.7109  0.7179
38 C -4.9222 3.2061 -1.8897  -0.0224
39 C 1.2310 -5.2657 -2.8726  -0.0325
40 C -1.1654 -2.7159 1.8763  0.0045
41 H 1.3176 -6.2794 -3.2355  0.1209
42 H -5.2410 4.2194 -2.0978  0.1270
43 C 1.3696 -2.4584 4.4992  -0.5634
44 H 1.3488 2.8685 -6.4660  0.1430
45 H -1.5940 0.4628 1.6827  0.1419
46 C 0.5543 4.1452 4.6892  -0.4176
47 C -2.6585 4.1692 -1.6492  -0.0378
48 C 3.5055 -2.2708 3.4421  -0.6630
49 H 2.0152 -2.4082 0.5831  0.0634
50 H 3.9055 0.9998 0.3966  0.1392
51 C -5.8368 2.1731 -1.9416  -0.0395
52 H -2.4267 -0.5406 4.0096  0.1449
53 H 2.3489 -4.1212 0.7463  0.0979
54 H 1.6989 0.5365 3.0166  0.1020
55 C 1.0567 -2.6501 -1.9693  -0.2057
56 C -0.4334 3.2631 4.9991  -0.1416
57 H -1.6042 3.9069 -1.7406  0.0614
58 O 3.3187 -1.0106 -1.4792  0.1459
59 C -5.4027 0.8726 -1.7524  -0.0317
60 H 2.4995 -5.5945 -1.1832  0.1287
61 N -1.1129 -1.1276 0.3122  -0.0779
62 H -4.3553 -1.4671 -1.9463  0.0989
63 C 1.0759 2.8137 1.0147  0.0629
64 N -1.4315 -1.4976 2.4489  -0.0285
65 C 1.9596 0.6113 -0.3866  -0.1386
66 H 4.6091 -0.2812 -5.7532  0.1309
67 H 0.4582 5.1142 4.2283  0.0720
68 C -1.3882 -0.5772 1.4872  -0.1171
69 H -6.8745 2.3739 -2.1667  0.1196
70 H -3.7144 -1.2387 -0.3111  0.0898
71 S 2.0843 3.5930 5.2255  1.0080
72 H 0.6872 3.6490 1.5803  0.1312
73 H -1.4771 3.4360 4.7800  0.1174
74 H -0.7475 3.5991 -5.2596  0.1296
75 C 2.9311 0.8306 -5.8727  -0.4894
76 H -1.0911 -1.3433 -3.1550  -0.0026
77 O 3.0922 1.2468 -6.9948  0.1075
78 H -2.6792 -1.0600 -1.7253  0.0090
79 C -3.5814 2.9790 -1.5936  -0.2038
80 C 1.2092 0.5899 -4.0084  -0.0678
81 C 0.3972 -4.3664 -3.5156  -0.0270
82 C -0.1654 2.7536 -4.9225  0.0111
83 C -4.0770 0.5941 -1.4490  -0.2026
84 H 3.7629 -0.1888 -4.2590  0.0911
85 H -0.9287 0.9733 7.2484  0.1453
86 N 0.0946 0.9735 -3.3520  -0.0805
87 C 1.6946 1.2606 -5.1088  -0.0767
88 Cl 5.0488 -2.9504 3.0666  0.7249
89 H -1.7669 -2.1339 4.3943  0.1069
90 H 3.9136 -0.4228 2.4441  0.1000
91 C 2.8749 1.3230 0.3623  0.0475
92 H 3.1077 3.0053 1.6758  0.1320
93 N 0.6935 1.0194 -0.4452  -0.0155
94 H -1.4822 2.3148 -3.2793  0.0919
95 C -0.6964 -2.1698 -3.7869  -0.0216
96 C 2.4176 2.4388 1.0649  0.0223
97 C -3.6928 -0.8589 -1.3318  -0.0319
98 O -1.8846 2.9630 0.8257  0.1404
99 H 3.5287 -3.0737 -0.0348  0.0937
100 H -0.7590 -3.1881 -0.2311  0.1144
101 C 1.8150 -3.5766 -1.2399  -0.1990

***

(3)
Molecular formula: C4H5Cl3
Method: DFT, the ωB97M-V functional and the def2-TZVPD basis

lowest unoccupied orbital energy (alpha / beta) = 0.581 / -1.506 eV
multiplicity = 3
Kohn-Sham gap (alpha / beta) = 7.35 / 8.15 eV
highest occupied orbital energy (alpha / beta) = -6.8 / -9.7 eV
max |F| = 1.95 eV/A
M = 159.44 g mol⁻¹
ΔE to the lowest compared entry with this formula, charge and spin = 0.0 kJ/mol

Each line ends with the Löwdin charge.
CARTESIAN COORDINATES (ANGSTROEM)
1 C 0.4220 1.8642 0.3929  -0.0652
2 C 0.8026 -1.1490 -1.3077  -1.5259
3 H 1.0363 1.5563 -0.4529  -0.0496
4 C -1.0342 -0.2736 1.2295  -0.1366
5 Cl 1.1531 0.2604 -2.2353  0.6247
6 Cl -0.6406 -2.1072 -1.6035  0.5415
7 H -1.5748 -0.7703 0.4460  0.0164
8 H -0.5060 -0.9993 1.9179  0.1089
9 H 0.2082 2.9081 0.5103  0.0472
10 C -0.1273 0.7467 0.7408  -0.1609
11 Cl 2.0982 -2.2847 -1.3437  0.5365
12 H -1.8373 0.2484 1.7056  0.0631

***

> Among the records above, which one has the lowest max |F|?

C45H40Cl3MoN7O4S

***

> The lowest multiplicity belongs to which entry?

C27H21FN4O2

***

> Number 3 is which compound?

C4H5Cl3

***

> Which value of max |F| does entry 2 give?

0.79 eV/A